1.
Below is one molecule with the formula C7H5N3O2 at a distorted geometry, with properties calculated with ωB97M-V/def2-TZVPD.

CARTESIAN COORDINATES (ANGSTROEM)
1 O -2.27961 0.50896 -3.06166
2 C -2.20283 0.94079 -1.88994
3 O -3.20367 1.62739 -1.47993
4 C -1.16039 0.51668 -0.94524
5 C -0.76535 1.18621 0.20905
6 C 0.33890 0.41441 0.71883
7 N 1.16849 0.53456 1.79090
8 C 2.09820 -0.37565 1.88833
9 C 2.24478 -1.42960 1.00847
10 C 1.32997 -1.67277 0.01531
11 N 0.48125 -0.59051 -0.11782
12 N -0.45199 -0.59743 -1.16687
13 H -3.49952 1.79374 -0.53373
14 H -0.86833 2.06395 0.70356
15 H 2.40224 -0.34911 2.77306
16 H 3.07893 -2.13913 0.98197
17 H 1.28893 -2.43249 -0.89428

- SMILES = O=C(O)c1cc2ncccn2n1
- largest force on an atom (eV/Å) = 8.30
- HOMO-LUMO gap (eV) = 8.5
- E_LUMO (eV) = -0.4
- energy relative to the best compared isomer or geometry (same formula, charge and spin) (kJ/mol) = 285.54

Löwdin atomic charge list, values in e, 4 entries: number 1, O, carries 0.081; number 2, C, carries -0.498; number 3, O, carries 0.135; number 4, C, carries -0.228

=====

2.
Below is a 2-piece molecular cluster, C2H9N3O overall at a distorted geometry, with properties calculated with ωB97M-V/def2-TZVPD.

CARTESIAN COORDINATES (ANGSTROEM)
1 C -1.57317 -0.71252 0.12503
2 N -0.90923 0.45540 0.66987
3 C -0.29642 1.28336 -0.13651
4 N -0.42846 1.35829 -1.51949
5 H -1.56049 -1.50665 0.87658
6 H -1.12747 -1.11503 -0.79242
7 H -2.61726 -0.46400 -0.09817
8 H -0.06203 2.27403 0.28484
9 H -0.52255 0.47511 -2.00425
10 H 0.26361 1.94305 -1.97514
11 N 1.84094 -0.56806 0.52801
12 O 1.83306 -1.49590 1.62587
13 H 1.47166 -1.15777 -0.22442
14 H 1.16399 0.37445 0.42170
15 H 2.52384 -1.14374 2.21851

- SMILES = C/N=C\N.NO
- largest force on an atom (eV/Å) = 4.88
- HOMO-LUMO gap (eV) = 9.1
- E_LUMO (eV) = 0.8
- energy relative to the best compared isomer or geometry (same formula, charge and spin) (kJ/mol) = 406.96

Löwdin atomic charge list, values in e, 4 entries: number 1, C, carries -0.148; number 2, N, carries -0.045; number 3, C, carries -0.359; number 4, N, carries 0.088

=====

3.
Below is C11H8Br2Cl2FIrN2 as an isolated structure, with properties calculated with ωB97M-V/def2-TZVPD.

CARTESIAN COORDINATES (ANGSTROEM)
1 Ir -0.79500 -0.05212 -1.38995
2 Br 5.69928 0.11280 -0.76963
3 C 3.90312 0.04831 -0.96191
4 C 3.32588 0.06866 -2.25720
5 C 1.96167 0.03129 -2.36443
6 N 1.16849 -0.02808 -1.26594
7 C 1.70782 -0.05939 -0.00396
8 C 3.06283 -0.01877 0.17889
9 C 0.68399 -0.11653 1.04327
10 C 0.92504 -0.14456 2.39236
11 C -0.15438 -0.14095 3.29068
12 Br 0.14648 -0.16062 5.10547
13 C -1.44992 -0.11144 2.77510
14 C -1.63652 -0.09812 1.41304
15 N -0.59244 -0.12154 0.56163
16 H 3.94449 0.12599 -3.14440
17 H 1.45933 0.05302 -3.32368
18 H 3.49651 -0.02713 1.16964
19 H 1.93723 -0.15520 2.77192
20 H -2.30956 -0.10433 3.43168
21 H -2.62250 -0.09073 0.97195
22 F -0.83064 1.72419 -1.89365
23 Cl -2.92997 -0.88815 -1.91975
24 C -4.82565 0.03308 -1.56134
25 Cl -5.61836 -0.75561 -0.33798
26 H -5.18496 -0.15817 -2.56705
27 H -4.47223 1.03412 -1.34477

- charge = +3
- spin multiplicity = 2
- largest force on an atom (eV/Å) = 0.90
- <S²> = 0.805
- HOMO-LUMO gap (alpha / beta) (eV) = 6.6 / 3.8
- E_LUMO (alpha / beta) (eV) = -12.4 / -15.2
- energy relative to the best compared isomer or geometry (same formula, charge and spin) (kJ/mol) = 59.42

Löwdin atomic charge list, values in e, 4 entries: number 1, Ir, carries 1.363; number 2, Br, carries 1.284; number 3, C, carries -0.590; number 4, C, carries 0.014